Run 1
# C5H12NO2

A gas-phase ion, C5H12NO2 (charge -1) (the ωB97M-V functional and the def2-TZVPD basis, the OMol25 dataset).

Calculated values
Total charge ... -1
Orbital gap ... 6.26 eV
SMILES ... N[C@@H](C[O-])CCCO
HOMO ... -0.0880 Eh

Geometry as XYZ:
```
20
C5H12NO2 | the OMol25 dataset | the ωB97M-V functional and the def2-TZVPD basis
C -1.0121 -0.3551 -0.4860
H -0.9200 0.2130 -1.3882
H -2.3462 -1.9375 -0.0791
H 2.8579 1.5958 0.0553
C 0.3274 -0.7089 0.0566
H -2.0954 -0.1898 1.5194
H 2.6905 -0.8653 0.6250
O -1.3545 1.7369 0.9731
C 0.9618 0.6861 0.3433
O 3.2220 -0.2828 0.1210
H 0.3069 -1.2790 1.0162
C -1.9076 0.5338 0.6150
H -2.8345 0.8019 0.1260
N -1.7363 -1.4892 -0.8565
H 0.7143 -1.2993 -0.8871
C 2.3262 0.7291 -0.2537
H -2.3008 -1.1924 -1.6027
H 2.2382 0.7741 -1.3091
H 0.5751 0.9585 1.4435
H 0.2872 1.5702 -0.0320
```

Run 2
# C5H12NO2

2 unconnected molecules or ions with the total composition C5H12NO2 (the ωB97M-V functional and the def2-TZVPD basis, the OMol25 dataset).

Calculated values
Total charge ... -1
Orbital gap ... 6.08 eV
HOMO ... -0.0928 Eh

Geometry as XYZ:
```
20
C5H12NO2 | the OMol25 dataset | the ωB97M-V functional and the def2-TZVPD basis
H 0.5860 -0.5242 2.2883
C 1.2540 -1.6420 0.4638
C -0.1298 0.3504 0.4997
H 0.6740 -2.6323 -2.2638
H 0.3219 -1.9971 -0.1218
H -2.0474 2.3962 -1.9869
H -0.0894 2.2929 1.6893
O 0.6063 -1.8094 -2.6480
C 0.9134 -0.3367 1.3152
H 0.6114 -1.1921 -1.9262
N -1.1437 2.5598 -0.0785
H -1.0105 -0.2797 0.4222
C -0.6507 1.6619 0.9983
H -1.4489 1.4049 1.7853
H 1.8104 -1.0928 -0.3894
H -2.2973 0.8345 -0.8692
H 1.8556 0.2147 1.3279
H 0.1760 0.4695 -0.5074
C -1.9109 1.9508 -0.9097
O 1.9195 -2.6294 0.9110
```

Which of them is the most stable, and which is the least stable? run 2 and run 1, in that order.

Run 1
# C5H12NO2

A gas-phase ion, C5H12NO2 (charge -1) (the ωB97M-V functional and the def2-TZVPD basis, the OMol25 dataset).

Calculated values
Total charge ... -1
Orbital gap ... 5.80 eV
SMILES ... N[C@H](CO)CCC[O-]
HOMO ... -0.0851 Eh

Geometry as XYZ:
```
20
C5H12NO2 | the OMol25 dataset | the ωB97M-V functional and the def2-TZVPD basis
H -2.3169 -1.5685 1.3548
H 2.3188 0.0038 1.3673
C -2.5324 -0.5133 1.0089
H 0.0073 -0.9184 1.1524
H 0.3286 2.1049 -1.2851
H 0.2269 -1.4506 -0.5048
C -0.1384 -0.6199 0.1018
H 2.9989 -0.6568 -1.2762
H -1.9796 -0.7889 -1.0783
O 2.7577 -0.9507 -0.3781
C -1.5835 -0.2740 -0.1912
H -1.7484 0.7872 -0.4171
H 0.5064 1.2777 0.6909
C 0.8437 0.5652 -0.0555
C 2.2707 0.2013 0.2974
O -2.3822 0.4069 1.9727
H 0.2722 0.6437 -2.0105
H 2.9026 1.0756 0.0816
H -3.5526 -0.5465 0.5391
N 0.8000 1.2213 -1.3703
```

Run 2
# C5H12NO2

A gas-phase ion, C5H12NO2 (charge -1) (the ωB97M-V functional and the def2-TZVPD basis, the OMol25 dataset).

Calculated values
Total charge ... -1
Orbital gap ... 5.53 eV
SMILES ... C[C@@H](CC[O-])NCO
HOMO ... -0.0814 Eh

Geometry as XYZ:
```
20
C5H12NO2 | the OMol25 dataset | the ωB97M-V functional and the def2-TZVPD basis
H -1.3774 -1.3465 1.4096
C 0.0668 0.1341 -0.5042
H -3.0973 -1.8851 -0.7309
H 1.3138 0.1556 1.2750
H -0.5156 2.0527 0.1325
H 2.1035 -0.5384 -0.1894
O -2.8252 -1.6083 0.1564
C 2.2544 1.5592 -0.1558
H -0.0852 -1.9194 -1.1438
H 2.3572 2.0790 0.8592
H -1.2115 -2.8572 0.4931
H 1.5913 2.2086 -0.7831
H -1.0295 0.8262 1.2435
H 0.2700 0.4306 -1.5339
H -1.9664 1.1142 -0.1267
C -1.3706 -1.7827 0.4131
C -0.9204 1.0330 0.1772
N -0.4329 -1.2644 -0.4605
O 3.4434 1.3739 -0.7265
C 1.4317 0.2347 0.1954
```

Which of them is the most stable, and which is the least stable? run 1 and run 2, in that order.

Run 1
# C4H6S2

C4H6S2 in the gas phase (the ωB97M-V functional and the def2-TZVPD basis, the OMol25 dataset).

Calculated values
Total charge ... 0
Orbital gap ... 8.18 eV
SMILES ... C/C=C/C(=S)S
HOMO ... -0.3209 Eh

Geometry as XYZ:
```
12
C4H6S2 | the OMol25 dataset | the ωB97M-V functional and the def2-TZVPD basis
S 0.7677 -3.0156 -0.7890
H 0.9829 2.0612 0.4182
H -1.5635 0.3474 0.7890
H -0.5711 2.7945 0.6735
S -1.3063 -2.4165 1.2146
C -0.1093 -1.8771 0.2422
H -0.1877 2.1877 -0.9628
C -0.5599 0.5662 0.4273
C 0.2385 -0.4017 0.0483
H 1.2538 -2.1553 -1.6527
C -0.0915 2.0041 0.0793
H 1.1463 -0.0948 -0.4880
```

Run 2
# C4H6S2

C4H6S2 in the gas phase (the ωB97M-V functional and the def2-TZVPD basis, the OMol25 dataset).

Calculated values
Total charge ... 0
Orbital gap ... 9.37 eV
SMILES ... C1S[C@H]2C[C@H]2S1
HOMO ... -0.3144 Eh

Geometry as XYZ:
```
12
C4H6S2 | the OMol25 dataset | the ωB97M-V functional and the def2-TZVPD basis
H -0.0357 -1.8685 -1.7176
H 0.3128 0.3501 2.5133
H 0.0564 1.9647 1.7955
H -1.4671 0.2529 -1.4831
C 0.1336 0.8911 1.5957
C 0.0582 -1.2745 -0.8355
C 0.5938 0.0886 -0.8568
S -1.4915 0.3244 0.9264
S 1.5796 0.7129 0.4973
C -0.8518 -0.0754 -0.6746
H 0.9525 0.4881 -1.8338
H 0.1593 -1.8545 0.0733
```

Which of them is the most stable, and which is the least stable? run 2 and run 1, in that order.

Run 1
# C3H9N3S2

C3H9N3S2 in the gas phase (the ωB97M-V functional and the def2-TZVPD basis, the OMol25 dataset).

Calculated values
Total charge ... 0
Orbital gap ... 8.18 eV
HOMO ... -0.2902 Eh

Geometry as XYZ:
```
17
C3H9N3S2 | the OMol25 dataset | the ωB97M-V functional and the def2-TZVPD basis
C 2.0174 1.4573 0.1328
C -2.5919 0.6135 -0.1018
N 0.6510 1.1972 -0.1936
H -1.0395 -1.9391 -0.5309
H -3.0895 0.9220 0.7852
H 0.2445 -0.0142 1.8686
H 2.7975 0.0440 -1.4383
H -2.3301 1.5284 -0.5026
H -0.0164 -3.4731 -0.3441
N -1.5632 -0.3364 0.1176
N -0.0491 -2.4019 -0.3697
S -0.0540 -0.0499 0.3903
H -3.3817 0.1473 -0.6296
H 2.3267 2.2625 -0.4583
H 2.1773 1.5591 1.3225
S 3.1488 0.0704 -0.2089
C 0.7521 -1.5872 0.1607
```

Run 2
# C3H9N3S2

C3H9N3S2 in the gas phase (the ωB97M-V functional and the def2-TZVPD basis, the OMol25 dataset).

Calculated values
Total charge ... 0
Orbital gap ... 9.57 eV
SMILES ... CN(S)/C(CN)=N\S
HOMO ... -0.3259 Eh

Geometry as XYZ:
```
17
C3H9N3S2 | the OMol25 dataset | the ωB97M-V functional and the def2-TZVPD basis
H -1.5632 -2.2694 -1.7799
H -1.5907 1.6057 -0.3538
S -0.9941 -2.0069 -0.5170
C 1.5939 -0.4731 0.6866
C -1.6587 0.5887 0.0360
S -0.0122 1.7277 -2.2895
C 0.6359 0.0526 -0.4012
H 2.2530 0.4415 0.9892
N 0.7252 -0.9131 1.8471
H -1.7720 0.3816 1.0862
N -0.7025 -0.2820 -0.6298
H 1.4743 -1.4341 2.3266
H 2.1840 -1.4381 0.4447
H 0.1775 0.0986 2.2813
N 1.0986 0.9772 -1.0694
H 0.8316 2.6953 -2.4566
H -2.6805 0.2479 -0.2005
```

Which of them is the most stable, and which is the least stable? run 2 and run 1, in that order.

Run 1
# HN2O4

A molecular structure, HN2O4 (the ωB97M-V functional and the def2-TZVPD basis, the OMol25 dataset).

Calculated values
Total charge ... +1
Orbital gap (spin up / spin down) ... 7.95 / 7.51 eV
HOMO (spin up / spin down) ... -0.5807 / -0.5699 Eh

Geometry as XYZ:
```
7
HN2O4 | the OMol25 dataset | the ωB97M-V functional and the def2-TZVPD basis
N 0.2241 2.3607 -2.1396
O 0.6221 0.5069 -0.5749
H -0.1794 -0.1697 0.8982
O 2.6758 2.4725 -2.7829
O -0.3297 1.7682 -1.3109
O 0.4082 0.4739 0.6873
N 2.0010 2.3582 -1.9081
```

Run 2
# HN2O4

2 unconnected molecules or ions with the total composition HN2O4 (the ωB97M-V functional and the def2-TZVPD basis, the OMol25 dataset).

Calculated values
Total charge ... +1
Orbital gap (spin up / spin down) ... 5.48 / 5.20 eV
HOMO (spin up / spin down) ... -0.5938 / -0.5878 Eh

Geometry as XYZ:
```
7
HN2O4 | the OMol25 dataset | the ωB97M-V functional and the def2-TZVPD basis
N -2.7682 2.1064 -2.1062
O -0.2189 1.0892 0.0371
H 0.7457 0.0726 1.1743
N -2.2264 3.0490 -2.3947
O 0.6340 0.1416 0.2556
O -1.5974 4.0047 -2.6121
O -0.3203 1.6094 -1.0535
```

Which of them is the most stable, and which is the least stable? run 1 and run 2, in that order.

Run 1
# C3H5BrS

C3H5BrS in the gas phase (the ωB97M-V functional and the def2-TZVPD basis, the OMol25 dataset).

Calculated values
Total charge ... 0
Orbital gap (spin up / spin down) ... 8.02 / 7.40 eV
SMILES ... CS/C=C/Br
HOMO (spin up / spin down) ... -0.3008 / -0.2803 Eh

Geometry as XYZ:
```
10
C3H5BrS | the OMol25 dataset | the ωB97M-V functional and the def2-TZVPD basis
C -1.4383 0.0965 0.2529
H 2.5284 0.8576 0.5228
C 1.5258 0.6359 0.0385
H 1.2075 1.3079 -0.7780
H -0.8783 -2.1856 -0.5610
S 1.1500 -1.0958 -0.2377
C -0.4902 -1.1544 -0.6002
H -1.1050 1.0296 0.0737
Br -3.2276 -0.3762 0.4488
H 0.7279 0.8843 0.8402
```

Run 2
# C3H5BrS

C3H5BrS in the gas phase (the ωB97M-V functional and the def2-TZVPD basis, the OMol25 dataset).

Calculated values
Total charge ... 0
Orbital gap ... 8.59 eV
SMILES ... CS/C=C/Br
HOMO ... -0.3030 Eh

Geometry as XYZ:
```
10
C3H5BrS | the OMol25 dataset | the ωB97M-V functional and the def2-TZVPD basis
H 3.5696 0.7908 -0.7293
H 1.4015 -0.4369 1.3711
S 0.2515 1.1493 -0.1947
H -1.6718 -0.2457 0.4496
H -1.4468 0.1188 -1.3799
C -1.0063 -0.1794 -0.4454
H -0.4647 -1.1423 -0.6137
Br 4.0511 -1.0157 0.8898
C 1.5345 0.3011 0.5561
C 2.9312 0.2258 -0.0123
```

Run 3
# C3H5BrS

A molecular structure, C3H5BrS (the ωB97M-V functional and the def2-TZVPD basis, the OMol25 dataset).

Calculated values
Total charge ... 0
Orbital gap (spin up / spin down) ... 7.58 / 7.59 eV
HOMO (spin up / spin down) ... -0.2754 / -0.2755 Eh

Geometry as XYZ:
```
10
C3H5BrS | the OMol25 dataset | the ωB97M-V functional and the def2-TZVPD basis
C -0.0342 -1.3425 0.0519
C -0.9610 -0.0603 -0.1028
H 1.3416 2.6634 -0.0582
Br -2.8862 -0.3489 -0.0823
H 1.0032 -1.1446 0.4953
H 1.5428 0.7707 0.0013
C 0.9660 1.7037 -0.2082
S -0.6158 1.5682 -0.0212
H 0.2383 -1.8420 -0.8697
H -0.5946 -1.9675 0.7940
```

Which of them is the most stable, and which is the least stable? run 2 and run 1, in that order.